Entry from the Open Molecules 2025 dataset: an isolated molecule of H2S4 (ωB97M-V/def2-TZVPD).

Calculated values
HOMO energy: -9.4 eV
SMILES: SSSS
LUMO energy: -0.127 eV
gap between HOMO and LUMO: 9.23 eV
ΔE to the lowest compared entry with this formula, charge and spin: 3.3 kcal/mol

Structure (ORCA input):
```
! RIJCOSX wB97M-V def2-TZVPD def2/J DEFGRID3
* xyz 0 1
S -0.041 -2.214 -0.184
S 1.298 -0.960 0.574
S 1.363 0.726 -0.577
S -0.113 2.012 0.303
H -1.247 -1.433 0.255
H -1.261 1.870 -0.371
*
```

Results of the Mulliken charge analysis, in e, for atoms 1 through 5: -0.152, 0.009, -0.017, -0.180, 0.176

Entry from the Open Molecules 2025 dataset: a cluster of 2 separate species, CH2N2S4 in total (ωB97M-V/def2-TZVPD).

Calculated values
HOMO energy (alpha / beta): -8.6 / -8.6 eV
LUMO energy (alpha / beta): -1.252 / -1.249 eV
gap between HOMO and LUMO (alpha / beta): 7.35 / 7.36 eV
ΔE to the lowest compared entry with this formula, charge and spin: 9.1 kcal/mol

Structure (ORCA input):
```
! RIJCOSX wB97M-V def2-TZVPD def2/J DEFGRID3
* xyz 0 1
C 3.727 -0.454 0.521
N 3.469 -1.595 0.689
N 0.467 -2.027 -0.695
S 3.747 1.059 0.294
S -1.785 -3.819 0.094
S -0.265 -3.412 -0.952
S 0.293 -1.074 0.628
H 3.839 -2.540 0.434
H 1.237 -0.213 0.069
*
```

Results of the Mulliken charge analysis, in e, for atoms 1 through 5: 0.438, -0.310, -0.149, -0.368, -0.261

Entry from the Open Molecules 2025 dataset: an isolated molecule of C6H12O2 (ωB97M-V/def2-TZVPD).

Calculated values
HOMO energy: -9.2 eV
SMILES: C=C(O)[C@@H](C)[C@H](C)O
LUMO energy: 0.803 eV
gap between HOMO and LUMO: 9.98 eV
ΔE to the lowest compared entry with this formula, charge and spin: 46.1 kcal/mol

Structure (ORCA input):
```
! RIJCOSX wB97M-V def2-TZVPD def2/J DEFGRID3
* xyz 0 1
C -0.262 -1.594 -1.318
C 0.185 -1.297 -0.104
O 0.698 -2.458 0.723
C 0.585 -0.047 0.574
C 2.027 0.357 0.285
C -0.453 1.165 0.100
C -1.925 0.894 0.375
O -0.225 1.602 -1.228
H -0.365 -2.632 -1.618
H -0.578 -0.846 -2.035
H 0.745 -2.226 1.664
H 0.422 -0.131 1.654
H 2.228 1.374 0.637
H 2.710 -0.323 0.805
H 2.251 0.313 -0.785
H -0.141 2.000 0.737
H -2.342 0.152 -0.312
H -2.508 1.811 0.227
H -2.078 0.551 1.402
H -0.974 1.334 -1.783
*
```

Results of the Mulliken charge analysis, in e, for atoms 1 through 5: -0.860, 0.428, -0.583, 0.389, -1.473